<P>
10
Properties=species:S:1:pos:R:3:lowdin_charge:R:1 method="wB97M-V/def2-TZVPD" charge=0 homo_energy_ev=-10.143 smiles="OC1=NCN=C1" gap_ev=10.60
O -1.917 -0.994 0.144 0.093
C -0.703 -0.427 0.192 -0.424
N 0.349 -1.096 0.467 0.124
C 1.417 -0.199 0.094 -0.258
N 0.897 1.142 -0.134 0.077
C -0.372 0.986 -0.113 -0.086
H -2.568 -0.357 -0.169 0.110
H 2.326 -0.203 0.699 0.119
H 1.652 -0.646 -0.879 0.131
H -1.080 1.794 -0.302 0.113

***

<Q>
10
Properties=species:S:1:pos:R:3:lowdin_charge:R:1 method="wB97M-V/def2-TZVPD" charge=0 homo_energy_ev=-9.489 smiles="N#CC(=O)CN" gap_ev=9.15
N 0.586 -2.578 2.897 0.200
C 0.252 -1.611 2.387 -0.173
C -0.436 -0.496 1.792 -0.369
O -1.405 0.109 2.158 0.133
C 0.363 -0.354 0.350 -0.245
N -0.300 0.504 -0.483 0.004
H 0.314 -1.489 -0.011 0.148
H 1.421 -0.090 0.700 0.146
H 0.106 1.347 -0.727 0.055
H -1.316 0.539 -0.374 0.102

***

Quick one: least stable of them? <Q>

***

<P>
10
Properties=species:S:1:pos:R:3:lowdin_charge:R:1 method="wB97M-V/def2-TZVPD" charge=0 homo_energy_ev="-7.841 / -7.841" gap_ev="8.13 / 8.13"
C -0.872 1.336 1.307 -0.087
C 0.412 0.083 -0.401 -0.356
C 0.135 -1.318 -0.479 -0.061
N 1.585 0.832 -0.587 0.091
N 0.712 1.042 -1.418 0.101
O -1.567 0.650 1.936 0.027
H -0.817 2.513 1.126 0.106
H 0.648 -1.803 0.289 0.075
H 0.590 -1.789 -1.274 0.067
H -0.826 -1.544 -0.499 0.038

***

<Q>
10
Properties=species:S:1:pos:R:3:lowdin_charge:R:1 method="wB97M-V/def2-TZVPD" charge=0 homo_energy_ev=-8.806 smiles=Oc1cnc[nH]1 gap_ev=9.39
O -1.811 -0.928 -0.287 0.046
C -0.664 -0.176 -0.312 -0.386
C -0.412 1.159 -0.236 -0.101
N 0.909 1.364 0.106 0.044
C 1.444 0.171 0.209 -0.207
N 0.529 -0.808 -0.057 0.105
H -1.912 -0.949 0.684 0.122
H -1.085 1.997 -0.389 0.108
H 2.443 -0.066 0.547 0.113
H 0.647 -1.805 -0.151 0.157

***

<R>
10
Properties=species:S:1:pos:R:3:lowdin_charge:R:1 method="wB97M-V/def2-TZVPD" charge=0 homo_energy_ev=-8.842 gap_ev=9.37
O -1.460 -0.963 1.442 0.000
C -0.558 -0.223 0.906 -0.518
C -0.752 -0.099 -0.522 -0.122
N 0.582 0.237 -0.917 0.041
C 1.305 0.389 0.203 -0.162
N 0.668 0.150 1.340 0.143
H -1.524 -1.146 0.127 0.224
H -1.528 0.572 -0.891 0.119
H 0.910 0.432 -1.849 0.144
H 2.358 0.652 0.160 0.130

***

Quick one: least stable of them? <P>

***

<P>
10
Properties=species:S:1:pos:R:3:lowdin_charge:R:1 method="wB97M-V/def2-TZVPD" charge=0 homo_energy_ev=-8.615 smiles=Nc1ccno1 gap_ev=9.47
N -0.940 -1.471 0.567 0.147
C -0.255 -0.328 0.256 -0.414
C 0.342 0.136 -0.883 -0.027
C 0.968 1.326 -0.436 -0.169
N 0.762 1.573 0.829 0.051
O -0.031 0.511 1.272 -0.007
H -1.471 -1.456 1.425 0.105
H -1.367 -1.972 -0.196 0.103
H 0.353 -0.309 -1.866 0.099
H 1.582 2.016 -1.003 0.112

***

<Q>
10
Properties=species:S:1:pos:R:3:lowdin_charge:R:1 method="wB97M-V/def2-TZVPD" charge=0 homo_energy_ev=-8.291 smiles=Oc1c[nH]cn1 gap_ev=9.22
O 2.196 -0.502 0.089 0.056
C 0.888 -0.160 0.045 -0.432
C -0.176 -1.016 0.120 -0.043
N -1.280 -0.186 0.032 0.034
C -0.829 1.082 -0.094 -0.206
N 0.486 1.135 -0.087 0.110
H 2.693 0.283 -0.174 0.107
H -0.242 -2.087 0.221 0.113
H -2.243 -0.480 0.035 0.146
H -1.493 1.931 -0.186 0.117

***

<R>
10
Properties=species:S:1:pos:R:3:lowdin_charge:R:1 method="wB97M-V/def2-TZVPD" charge=0 homo_energy_ev=-9.192 smiles="[H]/N=N/C=C=CO" gap_ev=9.31
H 1.117 2.549 -0.317 0.059
N 0.497 1.733 -0.226 0.062
N 0.393 1.522 0.992 -0.068
C -0.342 0.332 1.310 -0.167
C -0.327 -0.692 0.491 -0.020
C 0.125 -1.358 -0.548 -0.214
O -0.500 -1.590 -1.720 0.022
H -0.792 0.352 2.296 0.087
H 1.083 -1.861 -0.486 0.126
H -1.254 -0.988 -1.791 0.113

***

Quick one: least stable of them? <R>

***

<P>
10
Properties=species:S:1:pos:R:3:lowdin_charge:R:1 method="wB97M-V/def2-TZVPD" charge=0 homo_energy_ev=-8.831 smiles=Oc1cn[nH]c1 gap_ev=9.50
O 2.039 -0.590 0.244 -0.058
C 0.658 -0.247 0.045 -0.300
C -0.178 0.086 1.105 -0.107
N -1.375 0.539 0.651 0.016
N -1.327 0.432 -0.692 -0.058
C -0.123 -0.054 -1.130 -0.047
H 2.404 -1.238 -0.547 0.181
H 0.024 -0.043 2.147 0.105
H -2.052 0.889 -1.239 0.153
H 0.082 -0.392 -2.152 0.114

***

<Q>
10
Properties=species:S:1:pos:R:3:lowdin_charge:R:1 method="wB97M-V/def2-TZVPD" charge=0 homo_energy_ev=-8.440 gap_ev=9.16
H 2.404 0.120 1.348 0.096
N 1.365 0.265 1.677 0.092
C 0.462 0.270 0.765 -0.527
C 0.616 -0.374 -0.505 0.003
C -0.675 -0.329 -1.030 -0.085
N -1.401 0.566 -0.289 -0.010
O -0.667 0.992 0.867 0.047
H 1.384 -0.921 -0.865 0.069
H -1.111 -0.758 -1.942 0.131
H -2.377 0.169 -0.026 0.184

***

Quick one: least stable of them? <Q>